Record 1
The following is a quantum chemistry calculation of a molecular structure, C22H52F12O11P2V at a distorted geometry, from OMol25.

Computed properties:
2S+1	4
calculated total energy	-4522.4881	hartree
molecular weight	833.5	g/mol
Kohn-Sham gap (alpha / beta)	8.28 / 9.27	eV

Element x y z (Å)
V: 11.989777 15.127002 10.847171
P: 13.470528 11.903662 9.898124
F: 13.161917 11.939241 11.492595
F: 12.377673 13.343007 9.802955
F: 14.660264 13.034907 10.131712
F: 13.647613 12.091545 8.322163
F: 14.573612 10.769454 10.027746
F: 12.220716 10.942077 9.726421
P: 11.155309 16.518370 7.523106
F: 10.317620 15.223861 7.174823
F: 9.816711 17.415698 7.666213
F: 10.852167 16.052840 9.221349
F: 11.938860 17.820587 8.142288
F: 12.506975 15.695566 7.605333
F: 11.425949 16.983688 6.058559
C: 12.262615 16.562343 16.201655
O: 11.086047 16.992598 15.424609
C: 9.869362 17.023044 16.209325
C: 9.381628 15.727119 16.830441
O: 9.063809 14.749512 15.813005
C: 8.792824 13.473353 16.264619
C: 9.815576 12.831703 17.146649
O: 11.043215 12.947545 16.565345
C: 12.106546 12.788184 17.437036
H: 12.319448 17.229121 17.111184
H: 13.173337 16.653976 15.604269
H: 12.128702 15.522449 16.522925
H: 9.180920 17.426930 15.472018
H: 9.902526 17.835964 16.935950
H: 8.531213 15.960345 17.499839
H: 10.173998 15.388187 17.470004
H: 8.765214 12.834523 15.371567
H: 7.821213 13.419486 16.777657
H: 9.529337 11.783956 17.390313
H: 9.765418 13.368760 18.112017
H: 11.957827 11.937521 18.201546
H: 12.231568 13.719035 18.024125
H: 12.964313 12.493148 16.879608
C: 14.772220 15.996545 9.476228
O: 13.777808 16.231035 10.524104
C: 13.847700 17.518561 11.173357
C: 12.429890 18.058145 11.192170
O: 11.632375 17.005525 11.750768
C: 10.338893 17.386275 12.226513
C: 9.314404 17.785443 11.128581
O: 8.354460 16.769067 10.854598
C: 7.386987 17.174399 9.910636
H: 14.742765 16.780475 8.723451
H: 14.488906 15.040126 8.999179
H: 15.780741 15.941476 9.931560
H: 14.515169 18.117259 10.634910
H: 14.261754 17.476154 12.182586
H: 12.052916 18.274510 10.217915
H: 12.372928 18.932539 11.880955
H: 10.477271 18.195112 12.975638
H: 9.974580 16.543748 12.816753
H: 9.802071 18.084021 10.127521
H: 8.677423 18.631272 11.484070
H: 6.664728 17.806731 10.449745
H: 6.890252 16.251462 9.601557
H: 7.893703 17.656816 9.051983
C: 7.155376 11.711872 12.649938
O: 8.091758 11.911576 11.645995
C: 8.086552 13.161982 11.038303
C: 9.431492 13.562974 10.454126
O: 10.262401 14.045434 11.557978
C: 10.516792 13.073854 12.567638
C: 11.571701 13.745915 13.483700
O: 12.633861 14.294736 12.678719
C: 13.958593 14.049713 13.100843
H: 7.472115 10.865555 13.234028
H: 6.171262 11.547941 12.228418
H: 7.058331 12.608612 13.238816
H: 7.736762 13.884120 11.761094
H: 7.390399 13.310531 10.203638
H: 9.312581 14.395550 9.784481
H: 9.935307 12.725536 9.941181
H: 10.907367 12.137513 12.142298
H: 9.635366 12.801556 13.128138
H: 11.961580 13.023420 14.148011
H: 11.151408 14.547695 14.101566
H: 14.192045 12.980451 13.051895
H: 14.128304 14.408039 14.146090
H: 14.640773 14.600989 12.424192
C: 12.898469 10.429727 14.602324
O: 13.314258 9.104146 14.656596
C: 13.191613 8.536231 13.358677
C: 14.531959 8.656510 12.636654
O: 15.628153 7.968276 13.261775
C: 16.364863 8.872342 14.073539
H: 13.429543 11.014039 13.825085
H: 13.149299 10.957427 15.539355
H: 11.862145 10.626380 14.455035
H: 12.376372 8.978427 12.747474
H: 12.994232 7.488645 13.498035
H: 14.821549 9.703585 12.445108
H: 14.391510 8.211042 11.620011
H: 15.756879 9.345024 14.850192
H: 16.792455 9.706124 13.534631
H: 17.175115 8.338667 14.481576

Forces on atoms 1 to 6 (eV/Å):
V -0.28 -0.24 -0.47
P 0.90 2.08 -0.15
F 0.25 -0.39 -0.36
F 0.22 -0.77 0.06
F -0.69 -0.44 0.17
F -0.20 -0.45 0.51

Record 2
The following is a quantum chemistry calculation of a molecular structure, C48H64N11O3Pb at a distorted geometry, from OMol25.

Computed properties:
2S+1	2
calculated total energy	-2884.4369	hartree
molecular weight	1050.3	g/mol
Kohn-Sham gap (alpha / beta)	5.86 / 7.38	eV
charge	+8

Element x y z (Å)
Pb: 3.583722 -3.971574 0.101122
N: 1.619770 -1.073982 -0.982604
O: 0.656265 -0.471038 -0.505709
O: 1.660969 -1.127641 -2.167818
O: 2.457932 -1.492770 -0.243415
C: -9.983506 2.233464 -0.911926
N: -8.548615 2.408571 -0.639199
C: -7.811095 1.264363 -0.384982
C: -6.390939 1.397300 -0.155699
C: -5.693896 2.612068 -0.168011
C: -6.554869 3.743832 -0.138530
C: -7.897646 3.595727 -0.522288
C: -4.225943 2.683233 0.055561
C: -3.565276 1.736877 0.878988
C: -2.162943 1.697773 1.034856
N: -1.500043 2.617774 0.330790
C: -1.991210 3.469630 -0.597094
C: -3.429114 3.485648 -0.752797
C: -0.042418 2.792563 0.542669
H: -10.569360 1.864339 -0.070132
H: -10.161389 1.483241 -1.682396
H: -10.373923 3.164592 -1.322622
H: -8.257779 0.288517 -0.264144
H: -5.836964 0.488483 0.027484
H: -6.079877 4.670683 0.147357
H: -8.629668 4.379511 -0.394896
H: -4.110037 0.975749 1.417789
H: -1.692587 1.026467 1.738068
H: -1.434143 4.255525 -1.085405
H: -3.901141 4.183437 -1.428574
H: -0.015186 3.452752 1.409562
H: 0.385183 3.187625 -0.378848
H: 0.416001 1.818371 0.712689
C: 2.364806 -1.058284 4.389218
N: 1.126206 -1.791190 4.090261
C: 0.612216 -1.721989 2.863239
C: -0.426263 -2.505000 2.412370
C: -1.093301 -3.347640 3.348446
C: -0.602627 -3.453752 4.652830
C: 0.584166 -2.673807 5.011056
C: -2.355602 -4.048133 3.004218
C: -3.290397 -4.274965 4.001664
C: -4.553039 -4.715287 3.643239
N: -4.905899 -5.058897 2.374424
C: -4.031622 -4.780960 1.407381
C: -2.734245 -4.415121 1.698534
C: -6.303913 -5.356460 2.051449
H: 2.607829 -0.959440 5.447168
H: 2.284970 -0.011707 4.095265
H: 3.248847 -1.529096 3.959198
H: 1.027962 -1.010577 2.165066
H: -0.700559 -2.367562 1.376859
H: -1.117758 -4.065644 5.378526
H: 0.947901 -2.656843 6.027822
H: -3.181362 -4.128061 5.066058
H: -5.375120 -4.830234 4.334154
H: -4.287305 -4.865956 0.361529
H: -2.162789 -4.200103 0.807685
H: -6.961096 -4.489988 2.125287
H: -6.682925 -6.128972 2.720539
H: -6.369461 -5.682397 1.013396
C: 7.612570 -2.913952 -2.567239
N: 6.890875 -1.612345 -2.562812
C: 7.457372 -0.386056 -2.447471
C: 6.712919 0.782788 -2.619002
C: 5.362386 0.735179 -2.974546
C: 4.852022 -0.540326 -3.199962
C: 5.645758 -1.709106 -3.029506
C: 4.556315 1.954895 -3.112671
C: 5.026633 3.202633 -3.586341
C: 4.163829 4.351171 -3.578962
N: 2.801069 4.201077 -3.248006
C: 2.349153 2.967870 -2.868410
C: 3.210031 1.893275 -2.799352
C: 1.824621 5.364941 -3.438758
H: 6.863623 -3.634803 -2.239287
H: 8.459673 -2.926711 -1.881411
H: 7.864857 -3.112538 -3.608875
H: 8.522273 -0.349093 -2.271336
H: 7.195329 1.745399 -2.534887
H: 3.833248 -0.630187 -3.546973
H: 5.253475 -2.688535 -3.260237
H: 5.988941 3.319537 -4.062456
H: 4.431097 5.336704 -3.930650
H: 1.302602 2.920937 -2.605898
H: 2.757966 0.964129 -2.485165
H: 1.931289 5.626250 -4.491578
H: 2.165542 6.184341 -2.805930
H: 0.844032 5.099963 -3.043368
C: -4.063021 -0.256323 -3.072732
C: -2.991041 -0.509119 -1.979959
N: -2.434928 -1.820278 -2.139312
C: -2.927080 -2.967588 -1.533579
C: -2.012375 -3.995340 -1.802938
N: -0.982953 -3.576859 -2.670097
C: -1.253737 -2.205898 -2.810495
C: 0.155192 -4.246655 -3.297953
H: -5.083882 -0.601137 -2.908271
H: -3.971557 -0.719946 -4.054960
H: -4.232388 0.800357 -3.279717
H: -3.447609 -0.466830 -0.991093
H: -2.199278 0.228880 -2.108713
H: -3.897041 -2.999121 -1.059692
H: -2.104681 -5.024610 -1.489092
H: -0.630599 -1.499526 -3.338837
H: 1.024283 -3.627126 -3.519278
H: -0.226254 -4.675489 -4.224617
H: 0.418597 -5.116171 -2.695751
C: 3.576571 3.201207 4.930067
C: 3.138511 3.420191 3.497362
N: 3.888531 2.482073 2.577152
C: 3.361320 1.431130 1.793453
C: 4.414833 0.819565 1.200842
N: 5.647169 1.425445 1.592153
C: 5.234779 2.325690 2.586008
C: 6.954731 1.019050 1.137401
H: 2.990428 3.962703 5.444501
H: 4.594382 3.434094 5.242993
H: 3.382359 2.188524 5.283415
H: 3.395391 4.445117 3.229716
H: 2.063157 3.278495 3.389480
H: 2.295758 1.376791 1.626040
H: 4.356588 0.074677 0.421005
H: 5.951828 2.742980 3.277457
H: 7.639541 1.839086 0.921331
H: 6.922110 0.350487 0.277145
H: 7.582972 0.600986 1.923927

Forces on atoms 1 to 6 (eV/Å):
Pb -0.10 0.24 -0.12
N -3.76 2.62 -0.47
O -1.65 0.90 1.91
O 1.43 -1.30 -3.92
O 4.17 -2.82 2.95
C -1.03 0.41 -0.90

Record 3
The following is a quantum chemistry calculation of a gas-phase ion, C4H9N3S (charge +2) at a distorted geometry, from OMol25.

Computed properties:
calculated total energy	-719.4770	hartree
molecular weight	131.2	g/mol
Kohn-Sham gap (alpha / beta)	8.00 / 8.00	eV
charge	+2
energy relative to the best compared isomer or geometry (same formula, charge and spin)	74.3	kcal/mol

Element x y z (Å)
C: -0.144255 2.094342 0.908437
C: -0.670350 0.814621 -1.018966
C: 1.542920 -0.250553 0.726328
C: 0.479749 -1.001429 -0.006192
N: -0.788393 1.675220 -0.157453
N: -0.883702 0.722536 -2.312735
N: -0.611714 -1.665278 0.709251
S: 1.416670 1.604962 1.301023
H: -0.650066 2.927184 1.412102
H: 1.588062 -0.775809 1.805521
H: 2.559278 -0.247420 0.283847
H: 1.057644 -1.521053 -0.794486
H: -0.766106 -0.120631 -2.882970
H: -1.570787 1.333676 -2.743557
H: -0.817482 -1.046906 1.596897
H: -0.277467 -2.725428 0.997410
H: -1.464001 -1.818035 0.175544

Forces on atoms 1 to 6 (eV/Å):
C 0.28 0.55 -0.59
C 1.72 -3.46 -0.99
C -0.44 -0.75 2.96
C 0.82 3.20 -2.84
N -0.66 0.89 0.68
N -0.56 -0.47 0.28

Record 4
The following is a quantum chemistry calculation of a molecular structure, C2H11N6Ti at a distorted geometry, from OMol25.

Computed properties:
2S+1	3
calculated total energy	-1260.5710	hartree
molecular weight	167.0	g/mol
Kohn-Sham gap (alpha / beta)	4.94 / 6.12	eV
charge	-1
energy relative to the best compared isomer or geometry (same formula, charge and spin)	0.0	kcal/mol

Element x y z (Å)
C: 1.638280 0.938575 -2.065639
Ti: 1.325694 -0.155691 -0.242124
N: 1.415228 0.275862 1.954390
H: 2.270411 1.159042 0.012756
H: 0.722124 1.032774 2.100889
H: 1.523121 -1.556288 0.605863
H: 2.520107 1.593481 -2.078904
H: 0.702766 1.453744 -2.319496
H: 1.787760 0.047808 -2.701070
H: 1.077495 -0.574850 2.415603
H: 2.326822 0.555143 2.326229
N: -2.445914 -2.160150 0.354192
N: -1.930923 -0.863179 0.300749
N: -2.719605 0.120515 -0.246452
C: -1.774451 1.019973 -0.616666
N: -0.523971 0.622870 -0.391992
N: -0.663768 -0.698398 0.071153
H: -1.902343 -2.682416 1.041199
H: -3.427825 -2.094604 0.590695
H: -1.921009 1.965789 -1.111376

Forces on atoms 1 to 6 (eV/Å):
C 0.53 -0.48 -0.52
Ti 0.25 1.21 -0.43
N -0.87 0.40 1.12
H 1.22 1.11 0.78
H 0.77 -0.50 0.01
H 1.27 -2.42 0.35

Record 5
The following is a quantum chemistry calculation of a molecular structure, C43H37N11NiO5 at a distorted geometry, from OMol25.

Computed properties:
2S+1	3
calculated total energy	-4147.7001	hartree
molecular weight	846.5	g/mol
Kohn-Sham gap (alpha / beta)	7.79 / 8.33	eV
energy relative to the best compared isomer or geometry (same formula, charge and spin)	11.6	kcal/mol

Element x y z (Å)
Ni: 0.510247 0.188564 -0.892572
C: -3.818002 3.653419 -0.388055
N: -2.450493 3.181477 -0.565421
C: -2.024745 2.024496 -1.071478
N: -0.731548 1.902285 -0.862030
C: -0.402557 3.055437 -0.211059
N: -1.419598 3.854665 -0.003883
C: -4.345044 3.353363 0.998888
C: -4.767991 4.377912 1.830064
C: -5.236823 4.096760 3.109566
C: -5.276483 2.793602 3.568764
C: -4.847782 1.760240 2.736774
C: -4.387383 2.042066 1.457925
C: -4.879849 0.380657 3.224495
N: -5.326780 -0.067180 4.344003
N: -5.121158 -1.447377 4.324413
C: -4.568891 -1.716843 3.194867
O: -4.383513 -0.604806 2.438924
C: -4.121682 -3.008438 2.671873
C: -4.265024 -4.156291 3.441354
C: -3.798727 -5.363259 2.944940
C: -3.183576 -5.424188 1.702852
C: -3.042085 -4.278109 0.928220
C: -2.353917 -4.371535 -0.419462
N: -2.018537 -3.067491 -0.966571
C: -1.195782 -2.162043 -0.448689
N: -1.271260 -1.045434 -1.144769
C: -2.157344 -1.354773 -2.131524
N: -2.660368 -2.563917 -2.051382
C: -3.525317 -3.074388 1.415808
H: -4.426684 3.170875 -1.150810
H: -3.816788 4.724337 -0.569178
H: -2.669752 1.301493 -1.545502
H: 0.600510 3.275683 0.119463
H: -4.721564 5.404698 1.483863
H: -5.559341 4.904850 3.754269
H: -5.628264 2.555060 4.564597
H: -4.050527 1.228079 0.824244
H: -4.725013 -4.087821 4.418744
H: -3.899042 -6.263621 3.537730
H: -2.800670 -6.371866 1.337457
H: -2.996649 -4.849535 -1.153482
H: -1.441423 -4.960106 -0.334624
H: -0.568975 -2.326305 0.414003
H: -2.442745 -0.673827 -2.920518
H: -3.436497 -2.165569 0.834052
O: 2.637757 0.430752 -1.202784
C: 3.505294 -0.697976 -1.316230
C: 2.529654 -1.915342 -1.319853
O: 2.987181 -3.049199 -1.296880
O: 1.291348 -1.600455 -1.412131
C: 4.281488 -0.622754 -2.641183
C: 4.549830 0.615241 -3.224064
C: 5.290920 0.710376 -4.394247
C: 5.779727 -0.434449 -5.004897
C: 5.522576 -1.670551 -4.428977
C: 4.782329 -1.767354 -3.258044
C: 4.509087 -0.703673 -0.150066
C: 5.012802 -1.878306 0.402613
C: 5.928649 -1.827854 1.447286
C: 6.365867 -0.611590 1.949094
C: 5.889806 0.563765 1.385320
C: 4.973992 0.513961 0.344565
H: 3.063920 1.274221 -1.380561
H: 4.183966 1.536537 -2.784828
H: 5.484473 1.684748 -4.826866
H: 6.360260 -0.362478 -5.915853
H: 5.895833 -2.574426 -4.894778
H: 4.586797 -2.734279 -2.814142
H: 4.672997 -2.829373 0.018531
H: 6.296785 -2.753423 1.873193
H: 7.073129 -0.576991 2.768034
H: 6.225653 1.524233 1.757605
H: 4.624598 1.452093 -0.073188
C: 0.543244 0.897781 -4.140420
N: 0.854648 2.295831 -4.375870
C: 1.458999 3.148889 -3.500958
N: 1.578023 4.442902 -3.946112
O: 1.836242 2.827425 -2.380870
H: 1.202693 0.238662 -4.705606
H: -0.489118 0.703013 -4.433874
H: 0.635154 0.610099 -3.102029
H: 0.594224 2.659941 -5.274230
H: 1.479143 4.679424 -4.915911
H: 2.139739 5.050145 -3.378265
N: 0.096791 0.331959 6.560701
C: 0.164142 0.299181 5.412093
C: 0.247224 0.260917 3.970321
C: -0.914760 0.189657 3.202619
C: -0.818428 0.157906 1.819142
C: 0.408504 0.187712 1.142211
C: 1.551540 0.267811 1.945956
C: 1.485604 0.302354 3.334134
H: -1.879688 0.164090 3.699337
H: -1.748223 0.116404 1.252731
H: 2.532085 0.291807 1.488031
H: 2.390892 0.355331 3.929098

Forces on atoms 1 to 6 (eV/Å):
Ni -0.24 -0.75 0.73
C 0.09 -0.07 0.12
N -0.21 0.20 0.08
C -0.04 -0.10 0.12
N 0.48 0.28 -0.29
C 0.04 -0.07 0.02

Record 6
The following is a quantum chemistry calculation of a single C5H7N3 molecule at a distorted geometry, from OMol25.

Computed properties:
SMILES	C/N=C(\C#N)N1CC1
calculated total energy	-358.8683	hartree
molecular weight	109.1	g/mol
Kohn-Sham gap	10.09	eV
energy relative to the best compared isomer or geometry (same formula, charge and spin)	94.2	kcal/mol

Element x y z (Å)
C: -2.217420 -1.306031 0.153367
N: -0.745917 -1.240523 -0.024513
C: -0.109335 -0.094966 -0.112882
C: -0.955821 1.114968 0.020573
N: -1.639134 2.100321 -0.128633
N: 1.174121 0.124562 -0.488102
C: 2.297579 -0.749435 -0.199103
C: 2.068873 0.619444 0.567816
H: -2.763996 -1.434755 -0.860917
H: -2.431437 -2.099044 0.887141
H: -2.547092 -0.253015 0.529377
H: 2.243868 -1.646240 0.427796
H: 3.150064 -0.750972 -0.938809
H: 2.707837 1.511220 0.274872
H: 1.614011 0.278408 1.590646

Forces on atoms 1 to 6 (eV/Å):
C 0.13 2.45 -0.44
N 1.52 1.36 -0.65
C -4.30 -2.68 0.30
C -2.48 5.30 -1.41
N 3.43 -5.04 1.09
N 1.40 0.01 0.13